{"formula": "C3H3OP", "method": "the ωB97M-V functional and the def2-TZVPD basis", "symbols": ["O", "P", "C", "C", "C", "H", "H", "H"], "positions_angstrom": [[-1.132, 0.603, 2.385], [-1.603, 1.078, 1.060], [-0.599, 0.028, 0.002], [-0.090, -0.929, -0.802], [0.841, 0.199, -0.443], [-0.111, -1.929, -1.350], [1.675, 0.004, 0.255], [1.018, 0.946, -1.107]], "multiplicity": 1, "total_energy_ha": -532.58713, "smiles": "O=PC1=CC1", "orbital_gap_ev": 8.7}

{"formula": "C3H3OP", "method": "the ωB97M-V functional and the def2-TZVPD basis", "symbols": ["C", "C", "C", "O", "P", "H", "H", "H"], "positions_angstrom": [[0.281, -0.983, -0.353], [-0.928, 0.593, 0.198], [0.528, 0.300, 0.244], [-1.500, 1.618, -0.074], [-1.432, -1.184, -0.088], [1.021, -1.619, -0.831], [1.060, 0.251, 1.247], [0.969, 1.024, -0.344]], "multiplicity": 3, "total_energy_ha": -532.53110, "orbital_gap_ev": [8.0, 6.4]}

{"formula": "C3H3OS", "method": "the ωB97M-V functional and the def2-TZVPD basis", "symbols": ["C", "C", "C", "O", "S", "H", "H", "H"], "positions_angstrom": [[-1.139, -0.110, 0.034], [0.708, 1.414, -0.014], [-0.336, -1.126, 0.045], [0.994, -1.114, -0.079], [1.851, 0.347, 0.029], [-2.081, 0.385, -0.215], [0.582, 2.430, -0.083], [-0.580, -2.227, 0.283]], "multiplicity": 1, "total_energy_ha": -589.06039, "orbital_gap_ev": 9.4, "total_charge": 1}

{"formula": "C3H3P", "method": "the ωB97M-V functional and the def2-TZVPD basis", "symbols": ["C", "C", "P", "C", "H", "H", "H"], "positions_angstrom": [[-2.174, 0.525, 0.037], [-0.986, 0.615, -0.068], [1.083, 1.054, -0.128], [1.630, -0.511, -0.011], [-3.217, 0.406, 0.103], [2.685, -0.722, 0.032], [0.978, -1.368, 0.035]], "multiplicity": 1, "total_energy_ha": -457.32763, "smiles": "C#CP=C", "orbital_gap_ev": 9.6}